{
  "formula": "C4H3Br",
  "method": "ωB97M-V/def2-TZVPD",
  "species": ["C", "C", "C", "C", "Br", "H", "H", "H"],
  "positions_angstrom": [[-1.60, -0.48, 0.19], [-2.81, -0.15, 0.07], [-0.28, -0.49, 0.51], [0.78, 0.37, -0.48], [2.61, 0.40, 0.27], [0.17, -0.91, 1.36], [0.28, 1.45, -0.50], [0.85, -0.18, -1.42]],
  "e_tot_ha": -2728.02627,
  "e_lumo_ev": -1.948,
  "homo_ha": -0.3790,
  "total_charge": 0,
  "spin_multiplicity": 1,
  "homo_lumo_gap_ev": 8.37
}

=====

{
  "formula": "C4H3BrClNS",
  "method": "ωB97M-V/def2-TZVPD",
  "species": ["C", "C", "C", "C", "N", "S", "Cl", "Br", "H", "H", "H"],
  "positions_angstrom": [[-0.02, -2.62, -0.19], [-0.13, -0.27, -0.24], [1.13, -0.82, -0.22], [-0.98, 2.70, 0.41], [1.14, -2.15, -0.18], [-1.38, -1.44, -0.36], [0.26, 3.23, -0.54], [2.65, 0.23, 0.12], [-0.06, -3.62, -0.03], [-1.06, 2.60, 1.48], [-1.55, 2.16, -0.25]],
  "e_tot_ha": -3641.16747,
  "e_lumo_ev": [-0.167, -1.793],
  "homo_ha": [-0.3387, -0.3091],
  "total_charge": 0,
  "spin_multiplicity": 1,
  "homo_lumo_gap_ev": [9.05, 6.62]
}

=====

{
  "formula": "C4H3BrO",
  "method": "ωB97M-V/def2-TZVPD",
  "species": ["C", "C", "C", "C", "O", "Br", "H", "H", "H"],
  "positions_angstrom": [[0.47, -2.40, 1.11], [0.11, -1.23, 1.03], [-0.66, 1.47, -0.32], [-0.79, 0.80, 0.99], [-1.87, 0.97, 0.24], [-0.57, 1.54, 2.75], [1.10, -3.14, 1.53], [-0.50, 2.52, -0.61], [-0.45, 0.90, -1.17]],
  "e_tot_ha": -2803.21868,
  "e_lumo_ev": -0.706,
  "homo_ha": -0.3650,
  "total_charge": 0,
  "spin_multiplicity": 1,
  "homo_lumo_gap_ev": 9.23
}

=====

{
  "formula": "C4H3Cl2F",
  "method": "ωB97M-V/def2-TZVPD",
  "species": ["C", "C", "C", "C", "H", "H", "H", "F", "Cl", "Cl"],
  "positions_angstrom": [[-0.60, 0.68, -0.33], [0.36, -0.16, 0.10], [0.68, -1.47, -0.34], [1.50, -2.56, 0.07], [-0.07, -1.76, -0.98], [2.26, -2.25, 0.83], [1.52, -3.47, -0.42], [-1.12, 1.70, 0.46], [-1.80, 0.14, -1.41], [1.49, 0.65, 1.37]],
  "smiles": "C=C/C(Cl)=C(/F)Cl",
  "e_tot_ha": -1174.37582,
  "e_lumo_ev": -0.589,
  "homo_ha": -0.3363,
  "total_charge": 0,
  "spin_multiplicity": 1,
  "homo_lumo_gap_ev": 8.56
}

=====

{
  "formula": "C4H3Cl2N",
  "method": "ωB97M-V/def2-TZVPD",
  "species": ["C", "C", "C", "C", "H", "H", "H", "N", "Cl", "Cl"],
  "positions_angstrom": [[0.16, -0.68, -2.09], [-0.45, -0.08, -0.83], [-1.78, 0.41, -0.86], [0.33, -0.05, 0.27], [-0.50, -0.62, -2.98], [0.35, -1.74, -1.96], [1.10, -0.20, -2.39], [-2.88, 0.72, -0.98], [-0.18, 0.60, 1.79], [1.92, -0.60, 0.29]],
  "smiles": "CC(C#N)=C(Cl)Cl",
  "e_tot_ha": -1129.32918,
  "e_lumo_ev": -0.016,
  "homo_ha": -0.3605,
  "total_charge": 0,
  "spin_multiplicity": 1,
  "homo_lumo_gap_ev": 9.79
}

=====

{
  "formula": "C4H3Cl2O3",
  "method": "ωB97M-V/def2-TZVPD",
  "species": ["C", "C", "C", "C", "O", "O", "O", "Cl", "Cl", "H", "H", "H"],
  "positions_angstrom": [[-0.35, -0.99, 0.21], [1.17, 1.33, 0.53], [-1.65, -0.29, -0.16], [1.19, -0.08, -0.38], [2.12, 1.61, 1.22], [-0.16, -1.97, 0.84], [0.08, 1.86, 0.36], [2.41, -1.25, -0.05], [0.98, 0.14, -2.11], [-2.11, -0.14, -1.20], [-2.29, -0.87, 0.55], [-1.41, 0.66, 0.20]],
  "smiles": "CC(=O)C(Cl)(Cl)C(=O)[O-]",
  "e_tot_ha": -1300.36279,
  "e_lumo_ev": 3.469,
  "homo_ha": -0.1684,
  "total_charge": -1,
  "spin_multiplicity": 1,
  "homo_lumo_gap_ev": 8.05
}

=====

{
  "formula": "C4H3ClF2NO2",
  "method": "ωB97M-V/def2-TZVPD",
  "species": ["C", "C", "C", "C", "N", "O", "O", "F", "F", "Cl", "H", "H", "H"],
  "positions_angstrom": [[-0.34, 1.85, -0.13], [-2.06, -2.67, -0.20], [-1.58, 1.66, -0.61], [2.43, 0.00, 0.50], [0.71, 2.23, 0.25], [-2.63, -1.69, -0.48], [-1.53, -3.66, 0.04], [3.31, -0.21, -0.54], [3.27, -0.42, 1.60], [1.30, -1.47, 0.55], [-1.98, 1.21, -1.60], [-2.34, 1.59, 0.10], [1.44, 1.58, 0.51]],
  "e_tot_ha": -1019.37788,
  "e_lumo_ev": 2.985,
  "homo_ha": -0.1406,
  "total_charge": -1,
  "spin_multiplicity": 1,
  "homo_lumo_gap_ev": 6.81
}

=====

{
  "formula": "C4H3ClN2S",
  "method": "ωB97M-V/def2-TZVPD",
  "species": ["C", "C", "C", "C", "H", "H", "H", "N", "N", "S", "Cl"],
  "positions_angstrom": [[-0.70, -0.02, -0.14], [0.25, 0.93, -0.34], [1.52, 0.20, -0.19], [1.11, -1.25, -0.06], [-2.64, -0.68, 0.46], [-2.57, 0.97, 0.46], [1.93, -2.03, -0.14], [-2.03, 0.09, 0.11], [-0.15, -1.40, -0.15], [3.10, 0.58, 0.08], [0.17, 2.63, -0.07]],
  "smiles": "NC1=C(Cl)C(=S)C=N1",
  "e_tot_ha": -1122.05860,
  "e_lumo_ev": -1.423,
  "homo_ha": -0.3169,
  "total_charge": 0,
  "spin_multiplicity": 1,
  "homo_lumo_gap_ev": 7.20
}

=====

{
  "formula": "C4H3ClO2S",
  "method": "ωB97M-V/def2-TZVPD",
  "species": ["C", "C", "C", "C", "H", "H", "H", "O", "O", "S", "Cl"],
  "positions_angstrom": [[0.72, -0.07, -0.71], [1.03, -1.29, 0.40], [-0.21, 0.93, 0.11], [-1.71, 0.53, 0.17], [0.28, -0.30, -1.70], [2.03, -1.69, 0.40], [-2.16, 0.91, 1.31], [0.16, -1.18, 1.21], [0.03, 1.92, 0.89], [-2.54, -0.15, -1.08], [2.37, 0.38, -1.01]],
  "smiles": "O=C[C@H](Cl)C(=O)C=S",
  "e_tot_ha": -1162.95270,
  "e_lumo_ev": -1.442,
  "homo_ha": -0.3438,
  "total_charge": 0,
  "spin_multiplicity": 1,
  "homo_lumo_gap_ev": 7.91
}

=====

{
  "formula": "C4H3ClS3",
  "method": "ωB97M-V/def2-TZVPD",
  "species": ["C", "C", "C", "C", "H", "H", "H", "S", "S", "S", "Cl"],
  "positions_angstrom": [[-0.63, -0.94, -1.07], [-0.39, -0.48, 0.20], [2.01, 0.99, 0.03], [-1.61, -0.28, 1.05], [-1.64, -0.79, -1.30], [1.75, 1.09, -1.37], [-1.24, -0.08, 2.05], [1.02, -0.01, 1.02], [3.22, 1.72, 0.86], [-3.16, -0.35, 0.71], [0.66, -0.87, -2.17]],
  "e_tot_ha": -1808.83341,
  "e_lumo_ev": -1.580,
  "homo_ha": -0.3268,
  "total_charge": 0,
  "spin_multiplicity": 1,
  "homo_lumo_gap_ev": 7.31
}

=====

{
  "formula": "C4H3F2N",
  "method": "ωB97M-V/def2-TZVPD",
  "species": ["C", "C", "C", "C", "H", "H", "H", "N", "F", "F"],
  "positions_angstrom": [[0.99, -0.60, -0.01], [-0.30, -1.18, 0.00], [-1.21, -0.15, -0.01], [0.83, 0.76, -0.01], [-0.53, -2.22, 0.02], [-2.27, -0.14, 0.02], [-0.89, 1.98, 0.00], [-0.50, 1.04, 0.00], [2.15, -1.25, 0.00], [1.73, 1.75, 0.00]],
  "smiles": "Fc1cc[nH]c1F",
  "e_tot_ha": -408.68105,
  "e_lumo_ev": 0.892,
  "homo_ha": -0.3124,
  "total_charge": 0,
  "spin_multiplicity": 1,
  "homo_lumo_gap_ev": 9.39
}

=====

{
  "formula": "C4H3F3",
  "method": "ωB97M-V/def2-TZVPD",
  "species": ["C", "C", "C", "C", "F", "F", "F", "H", "H", "H"],
  "positions_angstrom": [[0.20, 0.84, -0.44], [-0.37, -0.26, -0.44], [-1.13, -1.37, -0.19], [0.58, 1.03, 2.09], [-1.99, -1.64, -1.18], [1.27, 2.17, 1.96], [1.33, 0.16, 2.70], [0.87, 1.60, -0.70], [-0.86, -2.32, 0.28], [-0.43, 1.23, 2.42]],
  "e_tot_ha": -453.59503,
  "e_lumo_ev": [0.374, -0.772],
  "homo_ha": [-0.3141, -0.3069],
  "total_charge": 0,
  "spin_multiplicity": 1,
  "homo_lumo_gap_ev": [8.92, 7.58]
}

=====

{
  "formula": "C4H3F3",
  "method": "ωB97M-V/def2-TZVPD",
  "species": ["C", "C", "C", "C", "F", "F", "F", "H", "H", "H"],
  "positions_angstrom": [[-1.17, -0.06, 0.48], [-0.50, -0.02, -0.83], [0.20, 0.67, 0.27], [1.15, -0.42, 0.00], [0.49, 2.05, 0.31], [2.28, -0.18, -0.75], [1.50, -1.44, 0.77], [-2.12, 0.50, 0.76], [-1.27, -1.06, 0.91], [-0.56, -0.04, -1.93]],
  "smiles": "FC1(F)[C@H]2C[C@]21F",
  "e_tot_ha": -453.66066,
  "e_lumo_ev": 0.900,
  "homo_ha": -0.3521,
  "total_charge": 0,
  "spin_multiplicity": 1,
  "homo_lumo_gap_ev": 10.48
}

=====

{
  "formula": "C4H3F3N2OS",
  "method": "ωB97M-V/def2-TZVPD",
  "species": ["C", "C", "C", "C", "N", "N", "O", "F", "F", "F", "S", "H", "H", "H"],
  "positions_angstrom": [[0.06, 0.52, 1.68], [0.33, 0.75, 0.29], [1.24, 0.21, -0.60], [-0.50, -1.89, -0.57], [-0.45, 1.68, -0.21], [-1.19, 2.33, 0.63], [1.24, 0.56, -1.87], [-1.59, -1.41, -1.31], [-0.78, -1.89, 0.74], [-0.24, -3.08, -1.05], [-1.11, 1.62, 2.13], [0.67, 0.08, 2.40], [1.99, -0.51, -0.43], [0.33, 1.04, -1.84]],
  "e_tot_ha": -1036.60031,
  "e_lumo_ev": [-0.578, -0.825],
  "homo_ha": [-0.3474, -0.2768],
  "total_charge": 0,
  "spin_multiplicity": 1,
  "homo_lumo_gap_ev": [8.87, 6.71]
}

=====

{
  "formula": "C4H3F3NO",
  "method": "ωB97M-V/def2-TZVPD",
  "species": ["C", "C", "C", "C", "N", "O", "F", "F", "F", "H", "H", "H"],
  "positions_angstrom": [[0.35, 0.08, 0.55], [1.24, 0.69, 0.03], [-1.19, -1.10, 1.16], [-2.10, -1.11, -0.08], [2.30, 1.43, -0.53], [-1.18, -1.53, 2.22], [-1.38, -1.19, -1.19], [-2.80, 0.03, -0.11], [-2.93, -2.13, -0.03], [2.48, 2.29, 0.02], [2.06, 1.69, -1.50], [3.15, 0.85, -0.54]],
  "e_tot_ha": -583.39244,
  "e_lumo_ev": -4.212,
  "homo_ha": -0.5742,
  "total_charge": 1,
  "spin_multiplicity": 1,
  "homo_lumo_gap_ev": 11.41
}

=====

{
  "formula": "C4H3F4N3O",
  "method": "ωB97M-V/def2-TZVPD",
  "species": ["C", "C", "C", "C", "N", "N", "N", "O", "F", "F", "F", "F", "H", "H", "H"],
  "positions_angstrom": [[0.57, 0.18, 0.32], [-0.89, 1.11, 1.49], [0.92, -1.00, -2.22], [1.11, -1.25, -0.71], [1.14, 1.21, 0.81], [0.23, 1.83, 1.57], [-2.02, 1.32, 2.18], [-0.80, 0.10, 0.58], [1.43, 0.19, -2.57], [-0.40, -0.90, -2.49], [0.17, -2.32, -0.38], [2.30, -1.65, -0.30], [1.22, -1.93, -2.80], [-2.07, 2.09, 2.83], [-2.92, 1.04, 1.68]],
  "smiles": "Nc1nnc(C(F)(F)C(F)F)o1",
  "e_tot_ha": -793.12290,
  "e_lumo_ev": 0.652,
  "homo_ha": -0.3365,
  "total_charge": 0,
  "spin_multiplicity": 1,
  "homo_lumo_gap_ev": 9.81
}

=====

{
  "formula": "C4H3F9P",
  "method": "ωB97M-V/def2-TZVPD",
  "species": ["C", "C", "C", "C", "F", "F", "F", "F", "F", "F", "F", "F", "F", "P", "H", "H", "H"],
  "positions_angstrom": [[0.00, -0.42, -0.31], [-0.75, 1.33, 1.94], [1.50, -0.47, 2.20], [1.89, 3.71, 2.16], [-1.54, 0.38, 2.33], [-1.41, 2.19, 1.07], [-0.27, 2.14, 2.93], [0.69, -1.42, 2.74], [2.51, -1.08, 1.61], [1.86, 0.26, 3.18], [0.93, 4.47, 2.35], [2.55, 3.66, 1.11], [2.31, 3.07, 3.18], [0.74, 0.68, 0.93], [0.30, -1.43, -0.30], [0.02, -0.08, -1.40], [-1.08, -0.47, 0.01]],
  "e_tot_ha": -1393.98506,
  "e_lumo_ev": -7.232,
  "homo_ha": -0.5124,
  "total_charge": 1,
  "spin_multiplicity": 1,
  "homo_lumo_gap_ev": 6.71
}

=====

{
  "formula": "C4H3FN2S",
  "method": "ωB97M-V/def2-TZVPD",
  "species": ["C", "C", "C", "C", "H", "H", "H", "N", "N", "F", "S"],
  "positions_angstrom": [[-0.86, -0.58, 0.65], [-1.57, 0.55, -0.04], [0.64, -0.24, 0.49], [1.22, -0.97, -0.64], [-1.16, -0.51, 1.74], [-2.58, 0.46, -0.37], [1.25, -0.50, 1.35], [-0.94, 1.65, -0.21], [1.77, -1.53, -1.49], [-1.21, -1.88, 0.22], [0.69, 1.51, 0.28]],
  "smiles": "N#C[C@H]1SN=C[C@H]1F",
  "e_tot_ha": -761.73955,
  "e_lumo_ev": 0.243,
  "homo_ha": -0.3534,
  "total_charge": 0,
  "spin_multiplicity": 1,
  "homo_lumo_gap_ev": 9.86
}

=====

{
  "formula": "C4H3FS3",
  "method": "ωB97M-V/def2-TZVPD",
  "species": ["C", "C", "C", "C", "H", "H", "H", "F", "S", "S", "S"],
  "positions_angstrom": [[-1.84, 0.21, -0.28], [-0.39, 0.64, -0.32], [0.57, -0.51, -0.13], [1.93, -0.61, -0.42], [-0.89, 0.68, 1.72], [2.50, -1.45, 0.30], [2.65, 0.21, -0.93], [0.18, -1.57, 0.70], [-2.34, 0.62, 1.39], [-2.64, -0.35, -1.55], [0.27, 2.13, -0.47]],
  "smiles": "C=C(F)C(=S)C(=S)S",
  "e_tot_ha": -1448.51313,
  "e_lumo_ev": -1.628,
  "homo_ha": -0.3347,
  "total_charge": 0,
  "spin_multiplicity": 1,
  "homo_lumo_gap_ev": 7.48
}

=====

{
  "formula": "C4H3FeO4",
  "method": "ωB97M-V/def2-TZVPD",
  "species": ["C", "C", "H", "O", "C", "O", "H", "O", "C", "O", "Fe", "H"],
  "positions_angstrom": [[-0.15, 0.42, -0.14], [0.55, -0.76, -0.41], [0.08, -1.71, -0.67], [-1.94, -0.79, 0.92], [-1.38, 0.37, 0.51], [-2.31, 1.19, -0.02], [-2.79, -0.93, 0.48], [1.90, -0.95, -0.15], [2.77, 0.13, -0.14], [3.75, -0.01, 0.58], [1.53, 1.88, 0.09], [-2.01, 1.15, -1.05]],
  "e_tot_ha": -1718.31942,
  "e_lumo_ev": [-6.210, -7.759],
  "homo_ha": [-0.4254, -0.5120],
  "total_charge": 1,
  "spin_multiplicity": 7,
  "homo_lumo_gap_ev": [5.36, 6.17]
}